Record 1
A cluster of 4 separate species, C21H45BBrF5N4O6 in total, computed with ωB97M-V/def2-TZVPD.

Structure (ORCA input):
```
! wB97M-V def2-TZVPD RIJCOSX def2/J DEFGRID3
* xyz 0 1
C 4.22 -2.00 3.33
C 3.28 -0.72 3.46
C 2.24 -0.48 2.25
Br 2.95 -1.52 0.68
C 0.72 -0.89 2.63
C 0.50 -2.33 3.26
F 1.02 -2.43 4.59
F 1.19 -3.37 2.57
C -1.00 -2.86 3.35
F -1.65 -2.93 2.10
F -1.79 -2.29 4.34
F -0.89 -4.22 3.73
C -0.16 -0.39 1.40
O 0.06 -0.16 0.22
O -1.52 -0.07 1.77
C -1.40 0.50 3.10
C 0.04 0.08 3.73
B 0.67 1.52 4.09
N 0.77 1.96 5.53
O 1.15 2.50 3.13
H 3.66 -2.97 3.11
H 5.11 -1.84 2.63
H 4.69 -2.16 4.37
H 2.78 -0.69 4.49
H 3.98 0.19 3.45
H 2.31 0.60 1.89
H -2.32 0.26 3.74
H -1.48 1.64 3.01
H -0.27 -0.34 4.73
H -0.04 1.52 6.02
H 0.51 2.97 5.50
H 0.62 2.30 2.33
C 3.11 3.73 -2.46
O 2.04 2.99 -1.92
C 1.33 2.20 -2.87
C 1.98 0.84 -3.18
C 3.18 0.94 -4.11
N 2.38 0.14 -1.96
H 2.90 4.09 -3.47
H 4.03 3.14 -2.45
H 3.27 4.60 -1.82
H 0.35 2.01 -2.41
H 1.13 2.77 -3.78
H 1.23 0.23 -3.70
H 4.07 1.33 -3.61
H 3.45 -0.05 -4.50
H 2.97 1.59 -4.96
H 1.55 -0.01 -1.38
H 2.94 0.79 -1.41
C -4.16 -6.30 -2.08
O -3.90 -5.61 -0.87
C -3.25 -6.39 0.13
C -1.72 -6.48 -0.03
C -1.28 -7.44 -1.13
N -1.12 -5.17 -0.28
H -4.40 -7.35 -1.92
H -3.31 -6.20 -2.76
H -5.01 -5.82 -2.56
H -3.46 -5.89 1.07
H -3.71 -7.39 0.19
H -1.32 -6.87 0.91
H -1.42 -7.03 -2.13
H -0.21 -7.67 -1.03
H -1.82 -8.39 -1.07
H -1.35 -4.56 0.50
H -1.63 -4.75 -1.06
C -1.68 4.25 -0.90
O -2.17 5.58 -0.86
C -1.38 6.52 -1.59
C -1.68 6.57 -3.10
C -1.07 5.40 -3.87
N -3.12 6.61 -3.37
H -0.58 4.22 -0.92
H -2.09 3.72 -1.76
H -2.02 3.74 0.00
H -1.64 7.50 -1.17
H -0.32 6.37 -1.39
H -1.23 7.49 -3.49
H -1.62 4.47 -3.72
H -1.09 5.61 -4.94
H -0.03 5.24 -3.58
H -3.51 7.45 -2.93
H -3.55 5.85 -2.85
*
```

Output
Gap between HOMO and LUMO   8.82 eV
HOMO   -8.86 eV
Structure (SMILES)   CC[C@@H](Br)[C@]1(C(F)(F)C(F)(F)F)C(=O)OC[C@@H]1B(N)O.COC[C@@H](C)N.COC[C@@H](C)N.COC[C@@H](C)N
Calculated total energy   -125056.8711 eV

These are the Löwdin partial charges, in e, on atoms 1 to 6: C -0.20; C -0.26; C -0.50; Br 0.81; C -0.17; C -0.23

Record 2
A cluster of 5 separate species, C21H45BNO14 in total, computed with ωB97M-V/def2-TZVPD.

Structure (ORCA input):
```
! wB97M-V def2-TZVPD RIJCOSX def2/J DEFGRID3
* xyz 1 1
O 4.43 3.04 3.52
B 4.14 3.86 2.42
O 4.82 5.07 2.39
C 3.10 3.33 1.31
N 1.82 4.11 1.20
C 1.85 5.59 0.99
C 1.01 6.27 2.13
C 0.49 5.08 3.03
C 0.73 3.80 2.18
H 4.63 2.16 3.18
H 4.81 5.46 1.52
H 3.55 3.27 0.30
H 2.80 2.31 1.62
H 1.41 3.77 0.34
H 2.81 6.11 0.98
H 1.42 5.80 0.00
H 0.24 6.97 1.77
H 1.75 6.76 2.78
H -0.53 5.25 3.40
H 1.18 4.94 3.88
H 0.85 2.87 2.75
H -0.22 3.60 1.65
C 0.52 -3.29 2.97
C 1.81 -2.97 2.25
O 1.57 -2.47 0.92
C 1.23 -1.20 0.85
O 1.13 -0.43 1.77
O 1.01 -0.90 -0.44
C 0.58 0.44 -0.62
H -0.09 -3.96 2.37
H 0.72 -3.76 3.93
H -0.07 -2.39 3.14
H 2.40 -3.88 2.13
H 2.42 -2.27 2.82
H 1.26 1.14 -0.14
H -0.43 0.57 -0.24
H 0.57 0.65 -1.69
C -2.15 2.05 -7.02
C -3.06 1.02 -6.38
O -2.33 -0.15 -5.98
C -1.67 -0.05 -4.83
O -1.65 0.91 -4.10
O -1.03 -1.20 -4.62
C -0.24 -1.20 -3.44
H -1.58 1.61 -7.83
H -2.73 2.89 -7.40
H -1.43 2.44 -6.29
H -3.80 0.68 -7.11
H -3.61 1.43 -5.54
H -0.84 -0.91 -2.57
H 0.61 -0.53 -3.56
H 0.12 -2.21 -3.28
C 4.62 -3.11 8.46
C 3.13 -3.26 8.27
O 2.51 -1.99 8.01
C 2.60 -1.56 6.76
O 3.14 -2.13 5.84
O 2.01 -0.37 6.68
C 2.10 0.23 5.39
H 4.84 -2.36 9.22
H 5.07 -4.06 8.76
H 5.10 -2.78 7.54
H 2.67 -3.63 9.19
H 2.89 -3.97 7.48
H 1.74 -0.45 4.62
H 3.12 0.54 5.19
H 1.46 1.12 5.40
C -3.24 -3.67 -6.48
C -4.01 -2.73 -5.59
O -5.34 -2.51 -6.08
C -6.22 -3.47 -5.79
O -5.99 -4.46 -5.15
O -7.38 -3.14 -6.34
C -8.41 -4.12 -6.15
H -3.26 -3.32 -7.51
H -2.20 -3.75 -6.15
H -3.68 -4.67 -6.47
H -3.52 -1.75 -5.58
H -4.04 -3.08 -4.55
H -8.52 -4.38 -5.10
H -8.19 -5.01 -6.74
H -9.34 -3.69 -6.51
*
```

Output
Gap between HOMO and LUMO   8.61 eV
HOMO   -11.88 eV
Relative energy (zero: lowest compared OMol25 entry of this formula, charge and spin)   0.0 kJ/mol
Calculated total energy   -53334.7518 eV

These are the Löwdin partial charges, in e, on atoms 1 to 6: O 0.15; B -0.55; O 0.19; C 0.02; N -0.09; C -0.08

Record 3
A cluster of 3 separate species, C21H45N3O2Si in total, computed with ωB97M-V/def2-TZVPD.

Structure (ORCA input):
```
! wB97M-V def2-TZVPD RIJCOSX def2/J DEFGRID3
* xyz 0 3
C 4.11 -3.19 -3.20
C 3.96 -1.65 -3.02
C 5.19 -0.78 -3.46
N 2.95 -1.04 -2.51
Si 1.41 -1.40 -3.33
H 5.12 -3.41 -3.59
H 3.38 -3.64 -3.88
H 4.08 -3.63 -2.18
H 5.16 0.14 -2.85
H 5.18 -0.60 -4.55
H 6.10 -1.35 -3.17
H 0.80 -0.21 -3.96
H 1.54 -2.50 -4.30
H 0.45 -1.79 -2.26
C -2.07 -1.93 2.68
C -2.25 -1.98 1.15
C -3.62 -1.44 0.72
C -4.77 -2.42 0.91
C -4.45 -3.75 0.25
C -3.12 -4.34 0.76
N -1.99 -3.37 0.67
O -1.64 -3.29 -0.60
C -3.33 -4.83 2.21
C -2.82 -5.63 -0.02
C -1.20 -0.97 0.64
H -2.45 -2.80 3.22
H -1.01 -1.87 2.95
H -2.57 -1.06 3.10
H -3.58 -1.17 -0.35
H -3.84 -0.51 1.25
H -5.00 -2.54 1.97
H -5.68 -2.00 0.45
H -5.26 -4.46 0.44
H -4.41 -3.62 -0.83
H -2.38 -5.11 2.67
H -3.98 -5.70 2.23
H -3.82 -4.10 2.85
H -2.77 -5.47 -1.10
H -3.60 -6.38 0.15
H -1.87 -6.07 0.31
H -0.18 -1.31 0.85
H -1.34 -0.01 1.15
H -1.28 -0.78 -0.43
C 0.43 2.49 -0.86
C 1.52 2.69 0.21
C 0.95 2.56 1.63
C 0.20 3.78 2.14
C 1.06 5.03 1.97
C 1.54 5.22 0.53
N 2.20 3.99 -0.02
O 3.40 3.92 0.52
C 0.34 5.64 -0.34
C 2.48 6.44 0.47
C 2.44 1.48 -0.01
H -0.13 3.38 -1.13
H 0.86 2.13 -1.80
H -0.31 1.75 -0.54
H 1.77 2.36 2.33
H 0.30 1.68 1.69
H -0.76 3.88 1.61
H -0.05 3.65 3.19
H 0.49 5.91 2.29
H 1.91 4.97 2.65
H 0.59 5.64 -1.40
H 0.02 6.65 -0.08
H -0.55 5.02 -0.19
H 3.33 6.34 1.14
H 1.95 7.34 0.76
H 2.86 6.59 -0.55
H 2.94 1.52 -0.98
H 1.86 0.55 0.01
H 3.20 1.38 0.76
*
```

Output
Gap between HOMO and LUMO (alpha / beta)   9.18 / 8.60 eV
Expectation value of S²   2.008
HOMO (alpha / beta)   -8.45 / -8.46 eV
Calculated total energy   -38944.9107 eV

These are the Löwdin partial charges, in e, on atoms 1 to 6: C -0.07; C -0.48; C -0.05; N -0.09; Si 0.57; H 0.07